C15H34BCl12FNO2P | the ωB97M-V functional and the def2-TZVPD basis

Geometry as XYZ:
```
67
C15H34BCl12FNO2P, DFT the ωB97M-V functional and the def2-TZVPD basis
Cl 2.937 -0.332 -4.864
H 2.581 1.316 1.550
H 2.408 7.403 2.879
C -5.172 -7.230 3.280
H -5.047 -7.920 4.111
H -0.053 1.980 -1.390
Cl 2.432 9.183 1.349
H -1.415 -3.869 3.254
H -6.216 -5.404 2.816
H 1.398 -1.372 -6.306
H -7.170 -6.619 3.689
H 3.305 3.443 0.070
C -2.206 -3.305 2.761
Cl -2.909 -2.212 3.985
H 0.968 0.317 -5.961
H -2.988 -3.990 2.449
Cl -3.562 -6.537 2.925
H 0.548 2.780 2.306
Cl 3.430 7.364 -2.021
H 4.855 7.380 3.470
C -1.625 -2.551 1.595
F 1.850 3.794 -1.286
H 2.969 5.155 -0.279
Cl 0.701 -2.675 -3.821
H -1.101 -3.239 0.933
C 4.489 7.848 2.558
C -4.998 -10.255 -0.533
H 2.802 -0.117 -2.153
Cl -6.354 -10.257 1.840
H 5.122 8.696 2.306
Cl 6.300 8.929 -2.925
H -4.289 -9.580 -0.061
C 5.699 7.365 -3.537
C 0.781 2.878 1.240
H 0.341 -0.358 -3.618
H 2.974 8.912 3.620
H 6.068 6.591 -2.870
Cl -5.838 -5.334 5.135
H 6.128 7.224 -4.528
H 3.883 6.407 -4.116
H 3.814 8.181 -4.192
C 1.512 4.225 1.020
O 0.323 -0.641 0.024
Cl -6.200 -9.255 -1.390
C -6.187 -6.162 3.595
C 1.305 -0.622 -5.525
B 1.648 1.626 0.879
H -6.437 -11.760 0.036
C 0.330 -1.051 -4.456
N 2.657 -0.123 -1.151
H -4.887 -11.832 0.902
Cl 4.657 6.657 1.241
C 2.516 4.180 -0.108
O 0.395 1.189 -1.705
H -0.182 2.901 0.724
C 3.053 8.268 2.746
C -5.640 -11.169 0.479
P 1.348 0.459 -0.605
H -0.672 -1.095 -4.880
H -4.482 -10.852 -1.282
H -5.478 -7.786 2.398
H -0.596 -0.484 -0.215
H -0.934 -1.777 1.915
H 0.787 5.006 0.787
C 4.195 7.331 -3.631
Cl -2.900 -1.761 0.612
H 2.032 4.535 1.929
```

Largest force on an atom: 0.43 eV/A
Total energy: -184645.406 eV
HOMO energy: -8.83 eV
LUMO level: -0.01 eV
Structure (SMILES): N=P(O)(O)BCCCF.ClCCCl.ClCCCl.ClCCCl.ClCCCl.ClCCCl.ClCCCl
Orbital gap: 8.819 eV
Net charge: 0

C4H7ClO2 | the ωB97M-V functional and the def2-TZVPD basis

Geometry as XYZ:
```
14
C4H7ClO2, DFT the ωB97M-V functional and the def2-TZVPD basis
C 2.011 -0.093 -1.755
Cl -1.882 0.859 1.289
C 0.459 0.262 -0.021
O 1.610 0.683 -0.579
H 2.994 0.174 -2.099
H 1.259 0.028 -2.566
C 0.347 -1.242 0.362
C -0.480 1.169 0.309
O -0.182 -2.004 -0.749
H 1.981 -1.140 -1.438
H -0.384 -2.977 -0.421
H -0.265 -1.250 1.235
H 1.309 -1.624 0.657
H -0.340 2.180 -0.033
```

Largest force on an atom: 3.28 eV/A
Total energy: -20877.109 eV
HOMO energy: -8.85 eV
LUMO level: 0.64 eV
Structure (SMILES): CO/C(=C/Cl)CO
Orbital gap: 9.496 eV
Net charge: 0

C6H7N | the ωB97M-V functional and the def2-TZVPD basis

Geometry as XYZ:
```
14
C6H7N, DFT the ωB97M-V functional and the def2-TZVPD basis
C 0.222 -1.420 -0.766
H -0.512 1.929 -0.028
H 0.371 -0.458 2.429
H -0.429 -1.602 -1.621
H -0.995 1.121 -1.529
C -0.707 -0.126 1.147
H 0.208 -2.298 -0.112
N 2.100 1.690 -1.807
C -0.229 -0.182 -0.060
H 1.249 -1.289 -1.137
C -0.230 1.153 -0.749
H -1.470 0.013 3.136
C 1.064 1.473 -1.338
C -0.643 -0.006 2.435
```

Largest force on an atom: 2.47 eV/A
Total energy: -7822.504 eV
HOMO energy: -9.21 eV
LUMO level: 0.64 eV
Structure (SMILES): C=C=C(C)CC#N
Orbital gap: 9.844 eV
Net charge: 0

C5H15N4O | the ωB97M-V functional and the def2-TZVPD basis

Geometry as XYZ:
```
25
C5H15N4O, DFT the ωB97M-V functional and the def2-TZVPD basis
H 2.854 1.693 -0.007
H 0.247 0.905 -0.171
N -1.149 -1.092 1.410
H -1.245 0.031 4.039
H -0.725 -1.714 2.090
H 1.978 -1.713 -1.816
H -2.636 0.980 3.585
C 0.092 0.337 -2.206
H -1.949 0.588 -2.885
O -1.650 1.082 1.181
C -1.414 0.320 -1.979
H 3.678 0.262 0.378
C -2.073 0.079 3.331
N 2.556 -0.991 -1.410
C 2.014 -0.011 -0.702
N 0.782 0.418 -0.890
N 2.793 0.698 0.155
H -2.743 -0.770 3.478
H -1.715 0.843 -1.086
H -0.621 -0.944 0.565
H -1.766 -0.714 -1.853
H 3.540 -1.023 -1.620
H 0.376 1.207 -2.792
C -1.604 0.105 1.917
H 0.381 -0.576 -2.710
```

Largest force on an atom: 1.80 eV/A
Total energy: -13431.317 eV
HOMO energy: -13.14 eV
LUMO level: -3.15 eV
Orbital gap: 9.990 eV
Net charge: +1

C34H51N4NiOP2 | the ωB97M-V functional and the def2-TZVPD basis

Geometry as XYZ:
```
93
C34H51N4NiOP2, DFT the ωB97M-V functional and the def2-TZVPD basis
H 1.056 0.033 -5.072
H -2.570 2.516 0.559
N -1.461 0.316 -1.060
H 0.894 2.651 2.541
H 3.199 -2.093 -2.849
H -0.284 0.989 4.787
C -3.785 -0.312 -2.452
C -0.268 -3.552 0.337
C 1.920 -0.399 -4.543
H 1.395 -6.538 0.326
C 1.779 3.699 -1.930
C 2.245 2.439 -2.673
P -1.221 0.261 1.965
C -3.327 2.017 1.174
C -1.792 -5.407 0.100
H -2.380 -3.277 0.073
H -1.840 2.245 4.304
C 0.811 -4.453 0.347
P 1.130 1.001 -2.146
H 1.848 -4.108 0.439
Ni 0.495 0.786 0.027
C 0.950 -0.981 3.404
H -3.586 -0.550 3.063
C -0.562 -0.753 3.505
H 2.598 3.740 -4.344
N 0.799 -1.172 0.221
H 2.097 -1.399 -4.969
C -3.627 -0.782 -1.163
C 0.543 -1.684 -2.966
H 1.283 -1.517 4.310
H -2.324 -2.070 3.678
H -1.384 3.106 2.760
H 4.169 1.399 -2.909
H 1.915 3.613 -0.845
H 2.827 0.189 -4.746
C -3.766 0.534 3.161
H -0.391 1.207 -4.060
C -1.582 -4.021 0.156
C 2.931 -1.139 -2.368
H 1.497 -0.031 3.345
H -2.818 -5.756 -0.003
H -4.753 0.736 2.704
H 2.782 -1.331 -1.297
H 3.740 0.648 0.275
C 2.181 2.730 -4.186
H 1.233 -1.596 2.549
H -0.815 -2.678 4.394
H -3.054 3.282 3.441
H 2.402 4.543 -2.270
H 3.288 3.221 3.571
C -2.203 2.568 3.299
H -3.842 1.268 0.566
H -0.961 -7.399 0.121
H 4.267 3.089 -2.383
H 5.115 1.830 2.011
C -0.451 1.428 -2.984
H 3.780 1.846 -1.218
C -2.800 0.473 -3.045
H -4.078 2.767 1.473
C 0.568 -5.835 0.281
H -0.600 2.518 -2.916
C 3.116 2.594 2.721
H 1.152 2.727 -4.578
C 1.851 2.313 2.179
C 3.696 2.155 -2.269
H -1.012 -2.683 2.617
H -4.681 -0.538 -3.016
C -0.815 0.027 4.799
C 1.651 -0.611 -3.043
H 0.867 -2.525 -3.632
O -0.304 3.768 0.487
N 3.337 1.268 0.978
H -3.840 0.774 4.238
H -4.350 -1.487 -0.750
C -0.737 -6.315 0.169
H 3.786 -0.459 -2.491
H 0.735 3.964 -2.145
H -2.840 -1.531 1.428
H 0.435 -2.095 -1.939
H 2.796 2.041 -4.784
C 0.056 -2.170 0.400
C -0.347 2.580 0.301
C -2.708 1.405 2.442
C -1.622 0.699 -2.327
C -1.237 -2.120 3.536
C 4.040 1.906 1.943
H -1.882 0.192 4.995
N 1.979 1.515 1.092
H -0.458 -1.308 -3.334
H -2.890 0.916 -4.034
C -2.156 -0.828 0.944
H -0.411 -0.552 5.646
C -2.420 -0.482 -0.442
```

Largest force on an atom: 8.60 eV/A
Total energy: -103707.379 eV
Spin multiplicity: 3
HOMO energy (alpha / beta): -8.92 / -8.91 eV
LUMO level (alpha / beta): -2.46 / -2.82 eV
Orbital gap (alpha / beta): 6.453 / 6.088 eV
Net charge: +1

C5H20FN10O5Tl | the ωB97M-V functional and the def2-TZVPD basis

Geometry as XYZ:
```
42
C5H20FN10O5Tl, DFT the ωB97M-V functional and the def2-TZVPD basis
N -1.013 -1.121 0.835
N 1.086 0.655 -1.352
H -0.608 -0.777 -0.848
H 0.502 0.655 -0.527
C -0.017 2.565 1.112
H 0.670 3.384 2.855
F -0.396 0.535 0.155
H 0.456 -0.465 -0.399
O -2.983 -0.074 0.597
H 0.038 0.274 1.437
H -0.686 -2.076 0.871
H 0.744 3.728 -1.298
Tl -2.284 1.550 -0.148
H -2.204 -3.068 1.072
C -0.449 -2.209 -2.213
N 0.848 -0.169 1.847
H 1.230 0.159 2.722
N -0.271 -1.696 -1.096
N -2.774 -2.288 0.776
C 1.679 -0.795 1.094
H -0.429 -0.333 0.593
H 1.553 1.661 1.908
H 0.004 4.454 1.611
H 0.122 -3.869 -1.253
N 0.053 -3.438 -2.164
H -3.782 -2.339 0.759
H 0.139 -4.043 -2.968
N 0.618 2.757 -1.050
O -0.910 2.725 0.272
C 1.195 1.878 -1.819
N 0.330 3.549 1.919
N 0.790 1.584 1.251
O 1.798 2.139 -2.850
H 0.626 0.717 0.760
O -0.905 -1.681 -3.188
N 1.391 -0.752 -0.148
O 2.657 -1.358 1.457
H 0.238 -2.221 -0.399
H 0.087 2.479 -0.237
H 1.217 -0.192 -1.886
C -2.298 -1.072 0.630
H 1.934 -1.411 -0.688
```

Largest force on an atom: 15.80 eV/A
Total energy: -38008.867 eV
HOMO energy: -15.18 eV
LUMO level: -11.84 eV
Orbital gap: 3.344 eV
Net charge: +2

C4H10NO3 | the ωB97M-V functional and the def2-TZVPD basis

Geometry as XYZ:
```
18
C4H10NO3, DFT the ωB97M-V functional and the def2-TZVPD basis
H -1.456 -0.092 0.490
C -0.524 0.542 2.866
H 1.433 -1.613 -3.731
C 0.155 0.813 1.548
C 0.371 -0.487 -1.518
H -0.853 -0.498 2.983
O 0.828 -0.301 -2.669
H -1.451 1.095 3.062
H -1.427 1.717 0.418
H 0.927 -2.827 -3.097
N -0.130 0.745 -0.903
O 0.286 -1.498 -0.817
O 1.345 -2.584 -3.926
H -0.377 1.492 -1.534
C -0.824 0.810 0.351
H 0.532 1.846 1.466
H 0.993 0.165 1.310
H 0.172 0.675 3.701
```

Largest force on an atom: 1.95 eV/A
Total energy: -11945.107 eV
HOMO energy: -4.67 eV
LUMO level: 3.71 eV
Orbital gap: 8.376 eV
Net charge: -1

C9H7Br2F3S | the ωB97M-V functional and the def2-TZVPD basis

Geometry as XYZ:
```
22
C9H7Br2F3S, DFT the ωB97M-V functional and the def2-TZVPD basis
F 2.872 -0.280 -2.858
H -1.943 -0.541 3.245
H -4.216 -0.218 2.210
F 4.646 0.524 -1.849
C 1.263 -0.941 -0.625
Br 2.855 0.636 1.098
H 0.090 -0.120 1.693
H 3.610 -1.254 -0.577
C -2.156 -0.182 2.255
C 2.866 -0.386 -0.537
H -4.378 0.919 0.089
C -3.350 0.115 1.742
C -3.496 0.634 0.488
C 3.293 0.399 -1.772
Br 1.192 -2.517 -1.857
H -2.528 1.405 -1.231
C -2.427 0.839 -0.347
C -1.038 -0.136 1.406
H 0.951 -1.383 0.367
F 2.847 1.612 -1.963
C -1.146 0.388 0.067
S 0.195 0.488 -1.043
```

Largest force on an atom: 3.97 eV/A
Total energy: -168518.103 eV
HOMO energy: -8.63 eV
LUMO level: 0.28 eV
Structure (SMILES): FC(F)(F)[C@@H](Br)[C@H](Br)Sc1ccccc1
Orbital gap: 8.912 eV
Net charge: 0

C15H33CuN2O13 | the ωB97M-V functional and the def2-TZVPD basis

Geometry as XYZ:
```
64
C15H33CuN2O13, DFT the ωB97M-V functional and the def2-TZVPD basis
O 2.974 1.281 0.794
H -2.725 -2.132 1.152
C 2.094 0.977 1.659
C -2.073 4.746 -1.625
H -0.078 2.162 0.601
O 1.306 1.013 -0.915
O 2.272 1.109 -2.856
C 3.796 -2.531 -0.239
H -2.235 -1.968 -2.344
O 0.329 -0.777 -1.664
C 1.323 -1.641 1.331
H -3.131 4.817 -1.371
H -1.977 -0.123 0.043
O 0.832 0.868 1.454
H 1.974 -2.406 1.755
C 3.530 -4.748 -1.269
C 3.077 -1.170 -0.243
H -3.602 2.243 1.313
O 2.374 0.770 2.884
H -4.277 1.566 2.731
H -2.199 0.241 -1.967
H -1.606 5.603 -1.138
H 3.159 -0.573 -1.151
H 4.688 -2.409 -0.853
H -2.521 -1.267 2.644
H 4.036 -2.949 0.739
C -1.559 1.043 -1.599
O 2.926 -3.424 -1.038
C -2.226 2.402 -1.946
H -0.513 -2.746 0.780
C -2.339 -1.203 1.571
N 1.590 -1.383 -0.069
C -1.060 1.702 0.715
Cu 0.279 -0.177 -0.204
H -0.541 0.904 -1.964
C 2.252 1.499 -1.660
H 1.841 1.443 -0.243
H -3.205 2.453 -1.471
N -1.295 0.574 -0.220
H -2.385 2.560 -3.013
H -1.746 2.521 0.496
O -0.968 -0.899 1.284
O -1.776 -1.649 -1.563
H 3.029 -5.251 -2.095
H 1.461 0.759 3.180
O -0.642 -1.210 -3.408
C -1.311 1.243 2.231
H -1.425 2.115 2.876
C -0.172 -2.071 1.565
C -3.775 1.286 1.805
H 4.595 -4.671 -1.486
C -0.687 -1.197 -2.235
H 1.454 -0.656 1.778
H 3.571 -5.270 -0.313
H -2.159 4.792 -2.710
H -0.482 0.605 2.538
O -1.464 3.490 -1.374
O -2.609 0.596 2.255
O 3.156 2.111 -1.134
H 3.420 -0.473 0.521
H -4.509 0.621 1.349
H -0.264 -2.421 2.593
H -3.138 -0.503 1.325
H 1.336 -2.214 -0.583
```

Largest force on an atom: 11.78 eV/A
Total energy: -90306.847 eV
HOMO energy: 2.44 eV
LUMO level: 4.54 eV
Orbital gap: 2.107 eV
Net charge: -2

H3N3O2P | the ωB97M-V functional and the def2-TZVPD basis

Geometry as XYZ:
```
9
H3N3O2P, DFT the ωB97M-V functional and the def2-TZVPD basis
H 1.627 -1.756 -1.433
N 1.305 -1.423 -0.507
H -0.369 1.531 -0.480
O 0.247 -0.189 1.494
N -2.612 1.551 0.792
H 1.236 -2.290 0.091
P -0.041 -0.418 0.051
O 0.239 0.987 -0.682
N -1.633 2.006 0.674
```

Largest force on an atom: 10.44 eV/A
Total energy: -17904.788 eV
HOMO energy: -1.93 eV
LUMO level: 4.82 eV
Orbital gap: 6.750 eV
Net charge: -1

BeFO2S | the ωB97M-V functional and the def2-TZVPD basis

Geometry as XYZ:
```
5
BeFO2S, DFT the ωB97M-V functional and the def2-TZVPD basis
O -0.062 -1.546 0.847
Be 1.091 -1.037 0.012
O 0.587 0.138 -0.860
F -0.761 2.007 0.480
S -0.856 0.438 -0.479
```

Largest force on an atom: 3.73 eV/A
Total energy: -18046.688 eV
Spin multiplicity: 2
HOMO energy (alpha / beta): -9.31 / -9.16 eV
LUMO level (alpha / beta): -1.67 / -2.25 eV
Orbital gap (alpha / beta): 7.637 / 6.912 eV
Net charge: 0

C31H29MoN8OSSi | the ωB97M-V functional and the def2-TZVPD basis

Geometry as XYZ:
```
72
C31H29MoN8OSSi, DFT the ωB97M-V functional and the def2-TZVPD basis
N 0.299 -2.177 -0.566
C 4.134 0.954 0.184
C -2.459 0.681 -1.737
C 2.051 -7.188 -0.329
H -3.261 0.942 2.461
H 2.092 -4.768 0.609
C -1.590 2.300 -0.335
H 3.126 -7.911 2.774
C 1.884 2.089 0.526
C 2.759 0.984 0.080
H 1.105 -7.041 1.611
H 4.662 1.676 0.795
H 4.826 -1.513 -1.808
C 1.299 4.372 0.978
H -3.377 -2.509 -0.160
C 3.119 -7.802 1.697
N -3.758 2.599 -1.243
C 1.995 -7.302 1.051
C 1.353 -4.256 0.008
H -2.342 -0.270 -2.237
N -1.469 1.096 -0.949
C -1.833 -2.020 3.474
C 3.151 7.616 0.997
H -1.028 -4.679 -2.383
H 2.326 -1.618 -1.863
H -4.413 -2.901 1.205
C 1.265 7.876 2.269
C 1.189 -2.911 0.155
C -3.372 -2.742 0.908
H 3.231 -7.551 -2.101
H -2.587 -2.185 4.249
H -4.409 -0.213 3.128
C 1.679 5.756 1.259
H -4.487 0.186 1.416
C 0.863 6.567 2.040
C 4.240 -8.098 -0.273
Si -2.661 -1.401 1.954
C -0.348 2.752 0.337
C -2.757 3.023 -0.473
H 3.317 3.589 1.013
N 2.092 -0.002 -0.580
H -4.402 1.143 -2.556
H 5.141 -8.440 -0.767
C 3.175 -7.601 -1.022
H -0.045 6.192 2.496
H 4.045 8.072 0.590
C 2.272 3.357 0.861
H 1.793 -2.380 0.883
O -1.358 -0.718 0.976
C 2.849 6.290 0.722
C -0.384 -4.200 -1.657
H -1.328 -2.971 3.300
Mo -0.015 -0.150 -0.026
H 3.497 5.713 0.073
H -1.112 -1.303 3.871
H -1.182 -2.270 -2.032
C -3.800 0.016 2.249
C -0.035 4.039 0.687
H -2.896 3.963 0.047
C 0.564 -4.958 -0.927
N 4.864 0.044 -0.454
C 4.226 -0.825 -1.226
H -2.844 -3.685 1.060
H -0.793 4.809 0.669
S 0.656 -6.626 -1.276
C -0.480 -2.856 -1.457
N 2.382 8.392 1.759
C -3.601 1.459 -1.898
N 4.221 -8.184 1.054
C 2.839 -0.881 -1.266
N 0.586 1.778 0.346
H 0.667 8.534 2.887
```

Largest force on an atom: 2.42 eV/A
Total energy: -67130.730 eV
HOMO energy (alpha / beta): -15.90 / -15.90 eV
LUMO level (alpha / beta): -11.11 / -11.19 eV
Orbital gap (alpha / beta): 4.792 / 4.714 eV
Net charge: +3

Please write out number 2 again, unchanged.
C4H7ClO2 | the ωB97M-V functional and the def2-TZVPD basis

Geometry as XYZ:
```
14
C4H7ClO2, DFT the ωB97M-V functional and the def2-TZVPD basis
C 2.011 -0.093 -1.755
Cl -1.882 0.859 1.289
C 0.459 0.262 -0.021
O 1.610 0.683 -0.579
H 2.994 0.174 -2.099
H 1.259 0.028 -2.566
C 0.347 -1.242 0.362
C -0.480 1.169 0.309
O -0.182 -2.004 -0.749
H 1.981 -1.140 -1.438
H -0.384 -2.977 -0.421
H -0.265 -1.250 1.235
H 1.309 -1.624 0.657
H -0.340 2.180 -0.033
```

Largest force on an atom: 3.28 eV/A
Total energy: -20877.109 eV
HOMO energy: -8.85 eV
LUMO level: 0.64 eV
Structure (SMILES): CO/C(=C/Cl)CO
Orbital gap: 9.496 eV
Net charge: 0